{
  "formula": "C27H36N3O10P3S5Ti",
  "method": "ωB97M-V with the def2-TZVPD basis set",
  "species": ["Ti", "S", "S", "S", "S", "S", "P", "P", "P", "O", "O", "O", "O", "O", "O", "O", "O", "O", "O", "N", "N", "N", "C", "C", "C", "C", "C", "C", "C", "C", "C", "C", "C", "C", "C", "C", "C", "C", "C", "C", "C", "C", "C", "C", "C", "C", "C", "C", "C", "H", "H", "H", "H", "H", "H", "H", "H", "H", "H", "H", "H", "H", "H", "H", "H", "H", "H", "H", "H", "H", "H", "H", "H", "H", "H", "H", "H", "H", "H", "H", "H", "H", "H", "H", "H"],
  "coordinates": [[-1.09, 1.90, -0.28], [0.74, 1.72, 2.07], [3.54, 4.54, 0.38], [3.34, 3.03, 2.84], [5.91, 4.41, 2.22], [0.92, 3.63, -0.72], [1.00, -1.51, 0.14], [-2.95, 3.40, 1.60], [-2.72, 0.51, 2.09], [-0.16, 1.17, -1.62], [-1.65, 0.57, 0.99], [0.12, 0.81, -7.84], [-3.42, 4.71, 2.10], [-1.75, 1.84, -7.63], [-2.19, 2.81, -1.43], [-4.00, 2.73, 0.56], [-2.05, -0.30, 3.34], [-1.56, 3.33, 0.98], [-4.00, -0.15, 1.72], [-3.86, 0.15, -0.95], [-0.73, 1.35, -7.14], [-1.88, 2.50, 3.81], [-4.35, 2.12, 3.63], [0.61, 0.85, -5.15], [1.32, -4.45, 3.13], [1.97, 2.93, 1.74], [-0.55, 1.40, -5.73], [-0.23, -2.02, -2.27], [0.95, -3.73, 4.26], [-1.37, 2.01, -3.52], [1.36, -3.84, 1.89], [0.28, -2.81, -1.07], [-2.29, 2.71, -2.73], [2.05, 3.60, 0.56], [-2.82, 0.26, -1.45], [-0.95, -3.39, -0.35], [1.04, -2.49, 1.73], [0.75, 0.84, -3.79], [-1.50, 2.00, -4.92], [1.16, -3.94, -1.62], [3.11, -0.60, -1.40], [3.75, -2.62, -0.04], [-0.24, 1.33, -2.92], [0.64, -2.39, 4.13], [-2.99, 2.13, 2.93], [4.36, 4.00, 1.82], [2.90, -1.36, -0.08], [0.70, -1.78, 2.88], [3.36, -0.44, 1.05], [2.48, 0.29, -1.41], [1.95, -3.53, -2.25], [3.21, -0.89, 2.03], [-0.91, -1.23, -1.94], [2.80, 0.50, 1.02], [0.35, -1.81, 4.99], [1.37, 0.45, -5.80], [-0.69, -4.08, 0.44], [4.16, -0.29, -1.49], [-0.18, 2.47, 2.72], [1.57, -5.50, 3.22], [-2.02, 3.46, 4.12], [-4.62, 3.13, 3.92], [1.62, -4.55, -0.84], [0.58, -1.56, -2.83], [-4.50, 0.12, -0.16], [1.65, 0.44, -3.35], [0.46, -0.73, 2.79], [-2.36, 2.47, -5.39], [-1.58, -3.90, -1.08], [3.57, -3.28, -0.89], [3.59, -3.18, 0.88], [-1.92, -1.22, 3.08], [-0.78, -2.68, -2.95], [-3.13, 3.23, -3.20], [0.55, -4.60, -2.24], [4.42, -0.20, 0.94], [-1.53, -2.57, 0.08], [1.63, -4.44, 1.03], [4.81, -2.33, -0.07], [-3.63, 2.88, -0.34], [-5.10, 1.73, 2.94], [-1.85, 1.89, 4.63], [0.91, -4.22, 5.23], [-4.32, 1.47, 4.51], [2.87, -1.23, -2.26]],
  "e_lumo_ev": 3.868,
  "homo_lumo_gap_ev": 4.378,
  "de_lowest_kcal_mol": 42.6,
  "charge": -2,
  "total_energy_ha": -5831.9146
}

***

{
  "formula": "C27H36N3RbSe3Te",
  "method": "ωB97M-V with the def2-TZVPD basis set",
  "species": ["Te", "Rb", "Se", "Se", "Se", "N", "N", "N", "C", "C", "C", "C", "C", "C", "C", "C", "C", "C", "C", "C", "C", "C", "C", "C", "C", "C", "C", "C", "C", "C", "C", "C", "C", "C", "C", "H", "H", "H", "H", "H", "H", "H", "H", "H", "H", "H", "H", "H", "H", "H", "H", "H", "H", "H", "H", "H", "H", "H", "H", "H", "H", "H", "H", "H", "H", "H", "H", "H", "H", "H", "H"],
  "coordinates": [[3.63, 4.07, -0.89], [1.84, 0.82, -1.39], [6.05, 3.38, -1.30], [5.86, 1.10, -1.09], [3.29, 6.14, -2.20], [0.89, -1.90, -1.32], [1.78, 0.29, 1.73], [-1.26, 0.31, -0.92], [-2.39, 1.08, -0.70], [3.69, -2.85, -0.30], [1.41, -3.13, -1.22], [2.87, -3.41, -1.47], [3.34, -2.76, -2.78], [-1.11, 2.91, 2.31], [1.77, 0.64, 4.51], [0.70, 0.04, 3.84], [1.74, 0.86, 5.99], [-0.72, -3.34, -0.58], [3.13, -4.92, -1.57], [-0.52, 3.82, 0.05], [-3.60, 0.81, -1.36], [0.75, -0.11, 2.47], [-1.02, 2.59, 0.81], [-4.72, -1.29, -2.24], [2.85, 1.03, 3.73], [-4.70, 2.55, -0.09], [-3.68, -0.19, -2.49], [-4.73, 1.54, -1.04], [-3.49, 2.87, 0.49], [-2.34, 2.16, 0.20], [-0.42, -2.00, -0.92], [-1.36, -0.97, -0.74], [2.81, 0.83, 2.36], [0.44, -4.06, -0.77], [-3.97, 0.54, -3.81], [-0.42, 3.60, -1.01], [-1.65, 3.84, 2.48], [3.72, 1.49, 4.19], [2.51, -5.37, -2.34], [-0.31, 1.77, 0.68], [-4.70, -2.01, -3.05], [4.18, -5.10, -1.80], [-4.00, -0.17, -4.64], [3.31, -3.24, 0.64], [3.65, 1.11, 1.74], [-1.63, 2.11, 2.84], [4.74, -3.12, -0.40], [0.44, 4.15, 0.44], [-4.50, -1.80, -1.31], [3.61, -1.76, -0.27], [-5.72, -0.87, -2.17], [3.28, -1.68, -2.70], [-0.07, -0.55, 1.93], [0.59, -5.11, -0.58], [-0.16, -0.30, 4.40], [-4.93, 1.06, -3.77], [2.91, -5.41, -0.62], [2.70, 1.21, 6.35], [4.38, -3.03, -2.97], [-1.22, 4.65, 0.15], [-0.11, 3.01, 2.72], [1.48, -0.06, 6.51], [-2.70, -0.68, -2.60], [2.73, -3.09, -3.61], [-3.19, 1.27, -4.00], [-5.67, 1.32, -1.54], [0.98, 1.61, 6.23], [-2.31, -1.35, -0.33], [-3.45, 3.69, 1.19], [-5.60, 3.09, 0.16], [-1.67, -3.72, -0.25]],
  "e_lumo_ev": 3.659,
  "homo_lumo_gap_ev": 3.846,
  "de_lowest_kcal_mol": 22.6,
  "charge": -2,
  "total_energy_ha": -8711.2499
}